No. 1
Formula: C53H91N11O2
Source: OMol25
Level of theory: wB97M-V/def2-TZVPD

Atoms and positions in Å:
C1 3.9128 1.3989 -0.2104
C2 3.5055 -0.0516 -0.0974
N1 2.0185 -0.2802 0.3594
C3 1.9250 -1.7473 0.7484
C4 1.7724 0.6561 1.6050
C5 2.8260 0.5928 2.7828
C6 1.0874 0.1692 -0.7771
C7 -0.3318 -0.4241 -0.8474
O1 -1.1581 -0.1151 0.2439
C8 -1.6011 1.2623 0.4159
H1 3.9620 1.9830 0.7085
H2 3.5588 1.9497 -1.0819
H3 4.9901 1.4696 -0.3600
H4 4.1759 -0.6079 0.5578
H5 3.5414 -0.4412 -1.1147
H6 2.0495 -2.2352 -0.2184
H7 0.8826 -1.7492 1.0671
H8 2.6497 -2.0346 1.5102
H9 0.8808 0.2307 2.0655
H10 1.4789 1.6204 1.1900
H11 3.1934 -0.4116 2.9937
H12 2.3041 0.9897 3.6534
H13 3.8312 1.0045 2.6927
H14 1.6638 -0.1320 -1.6518
H15 1.1131 1.2586 -0.7541
H16 -0.2486 -1.5103 -0.8095
H17 -0.8814 -0.3261 -1.7836
H18 -2.4332 1.5453 -0.2287
H19 -0.8911 2.0709 0.2422
H20 -2.1344 1.3557 1.3619
C9 1.4562 -1.0936 -6.5849
C10 0.8004 -1.0084 -5.1313
C11 -0.6983 -1.1806 -5.3594
C12 -1.1475 -2.6537 -5.6423
C13 -0.5887 -3.5456 -4.5766
C14 1.0053 -3.4630 -4.4768
N2 1.3200 -1.9987 -4.1588
O2 2.5201 -1.7158 -3.3180
C15 1.5502 -4.1504 -5.8249
C16 1.3027 -4.4293 -3.2599
C17 0.8575 0.4308 -4.5054
H21 2.5273 -1.2885 -6.6380
H22 1.4364 -0.1189 -7.0722
H23 0.9073 -1.8381 -7.1617
H24 -1.0085 -0.5666 -6.2049
H25 -1.2041 -0.7766 -4.4824
H26 -0.8473 -2.9696 -6.6414
H27 -2.2363 -2.6102 -5.6682
H28 -0.8260 -4.5305 -4.9787
H29 -1.2005 -3.4914 -3.6761
H30 2.6164 -4.0155 -6.0069
H31 1.0450 -3.9657 -6.7729
H32 1.4736 -5.2376 -5.8394
H33 1.2199 -5.5029 -3.4291
H34 0.6342 -4.2126 -2.4267
H35 2.2911 -4.2806 -2.8251
H36 1.9085 0.7180 -4.4714
H37 0.5672 0.5020 -3.4572
H38 0.3226 1.1641 -5.1089
C18 -2.2627 3.6979 -2.6485
C19 -1.8738 5.1685 -2.7672
C20 -0.3854 5.3662 -3.1343
C21 0.6375 4.7026 -2.2841
N3 1.4144 4.2220 -1.5663
H39 -3.2612 3.5793 -2.2277
H40 -1.6510 3.1409 -1.9389
H41 -2.2346 3.1713 -3.6025
H42 -2.0763 5.6402 -1.8056
H43 -2.6186 5.5710 -3.4538
H44 -0.2461 6.4336 -2.9631
H45 -0.0566 5.0940 -4.1373
C22 -8.0738 -0.0194 3.1408
C23 -6.9833 0.9427 3.7036
C24 -6.7515 2.2444 2.8269
C25 -5.6837 2.2370 1.8270
N4 -4.8434 2.2811 1.0689
H46 -9.0317 0.5002 3.1160
H47 -8.2197 -0.8108 3.8760
H48 -7.9974 -0.4176 2.1290
H49 -6.0194 0.4441 3.8060
H50 -7.1273 1.2990 4.7236
H51 -6.6681 3.0680 3.5359
H52 -7.6296 2.4197 2.2054
C26 -2.5428 -1.7851 6.0483
C27 -1.7472 -3.1358 5.6245
C28 -0.2127 -3.0356 6.0400
C29 0.6283 -2.0584 5.2461
N5 1.2411 -1.3482 4.6136
H53 -3.5992 -1.9723 5.8554
H54 -2.3150 -0.8955 5.4610
H55 -2.4111 -1.5668 7.1080
H56 -1.9158 -3.1898 4.5490
H57 -2.3361 -3.9224 6.0963
H58 0.3528 -3.9671 6.0627
H59 -0.0480 -2.6203 7.0343
C30 -2.4292 -4.7114 -0.8828
C31 -3.1792 -3.4085 -0.5989
C32 -2.8033 -2.9554 0.7812
C33 -3.3548 -3.7320 1.8694
N6 -3.7705 -4.3533 2.7229
H60 -2.3151 -4.7608 -1.9657
H61 -2.9996 -5.6271 -0.7273
H62 -1.4184 -4.7410 -0.4758
H63 -4.2607 -3.3190 -0.7012
H64 -2.7211 -2.6489 -1.2323
H65 -2.9810 -1.9121 1.0421
H66 -1.7162 -2.9970 0.8484
N7 -4.7828 1.0130 -5.4271
C34 -4.3541 1.2550 -4.1412
C35 -3.8572 0.0349 -3.5694
C36 -4.0949 -0.9273 -4.5383
C37 -4.5169 -0.2875 -5.7090
H67 -5.1702 1.7559 -5.9912
H68 -4.4217 2.2959 -3.8613
H69 -3.3698 -0.0023 -2.6063
H70 -3.8206 -1.9653 -4.4210
H71 -4.7456 -0.6814 -6.6882
N8 2.6514 5.2396 3.2381
C38 2.5383 4.7254 4.5881
C39 1.4928 3.8236 4.5808
C40 1.0992 3.6168 3.3073
C41 1.8359 4.4491 2.5010
H72 3.3045 5.9477 2.9344
H73 3.2546 5.0100 5.3447
H74 1.1811 3.2935 5.4686
H75 0.3047 3.0119 2.8960
H76 1.8062 4.6819 1.4468
N9 6.7412 -2.7627 -1.2541
C42 5.5733 -2.7790 -0.6164
C43 5.7596 -2.7392 0.7446
C44 7.1487 -2.6376 0.9108
C45 7.7953 -2.8484 -0.3202
H77 6.8728 -2.9377 -2.2401
H78 4.7284 -2.4961 -1.2269
H79 4.9921 -2.8505 1.4963
H80 7.6804 -2.7725 1.8411
H81 8.8299 -2.8372 -0.6299
N10 7.4496 0.4824 1.1281
C46 6.8221 1.2215 2.1001
C47 7.2820 2.4512 1.9529
C48 8.1766 2.5181 0.8137
C49 8.2779 1.2746 0.3422
H82 7.3497 -0.5161 1.0140
H83 6.1514 0.7025 2.7689
H84 6.8838 3.2958 2.4956
H85 8.8368 3.3322 0.5534
H86 8.8375 0.9945 -0.5380
N11 -3.3862 2.8305 6.7932
C50 -2.7100 2.2411 5.7571
C51 -3.2405 2.7971 4.5787
C52 -4.1920 3.7474 4.9352
C53 -4.4188 3.5724 6.3291
H87 -3.2867 2.7201 7.7922
H88 -1.8400 1.6131 5.8803
H89 -2.8503 2.7272 3.5741
H90 -4.6164 4.4329 4.2167
H91 -5.1329 3.9584 7.0414

HOMO-LUMO gap (alpha / beta) = 1.394 / 5.040 eV
2S+1 = 2
Highest occupied orbital energy (alpha / beta) = 0.0244 / -0.1116 Ha
Charge = -1
Max |F| = 3.8 eV/A

Here are the Löwdin charges for atoms 1 to 8, given in e: number 1, C, carries -0.07; number 2, C, carries -0.15; number 3, N, carries -0.22; number 4, C, carries 0.03; number 5, C, carries -0.12; number 6, C, carries -0.08; number 7, C, carries -0.08; number 8, C, carries -0.19


No. 2
Formula: C4H43NO16
Source: OMol25
Level of theory: wB97M-V/def2-TZVPD

Atoms and positions in Å:
C1 1.5298 -1.4601 1.4377
N1 1.3507 -0.4602 2.5150
C2 2.6328 1.4554 3.4821
C3 2.7377 -0.0321 3.1344
C4 3.9469 -0.0028 2.0429
H1 1.9556 -2.3359 1.9710
H2 2.2241 -1.2342 0.6937
H3 0.5053 -1.9682 0.9830
H4 0.8539 0.2257 2.0901
H5 2.7648 2.1159 2.6558
H6 3.3692 1.6404 4.2356
H7 1.6611 1.3977 3.8975
H8 2.9184 -0.6785 4.0584
H9 3.7408 0.3536 1.0323
H10 4.4086 -1.0517 1.9397
H11 4.7866 0.6806 2.2267
H12 0.5474 0.1959 -2.1206
H13 0.9669 0.1359 -0.5278
O1 0.8325 0.7310 -1.3288
H14 -1.5061 -0.3369 -4.0078
H15 -0.1646 0.3259 -4.0694
O2 -0.5995 -0.5277 -3.9756
H16 -3.9840 -1.8133 -1.9362
H17 -3.9723 -0.4694 -1.6276
O3 -3.6848 -1.0057 -2.3220
H18 0.7853 2.9914 -3.3080
H19 -0.2605 2.9250 -2.2928
O4 -0.2266 2.9055 -3.2723
H20 -0.2961 -2.1747 -2.0922
H21 -1.1763 -1.5357 -0.9282
O5 -0.2768 -1.8569 -1.2001
H22 -2.8965 2.0766 -3.1682
H23 -3.1526 2.8222 -1.7381
O6 -2.7022 2.1894 -2.1599
H24 2.9057 -0.0905 -3.2053
H25 1.9276 -1.1383 -3.5771
O7 2.6796 -1.0046 -2.9812
H26 -1.0158 2.0526 2.5873
H27 0.2202 2.8626 2.7646
O8 -0.4162 2.4040 3.2183
H28 0.4881 -2.9725 -3.3227
H29 0.4493 -1.7499 -4.2441
O9 0.9127 -2.5782 -4.0878
H30 1.8578 4.8848 -2.2077
H31 1.4924 5.2413 -0.6635
O10 1.8598 4.6063 -1.2694
H32 0.8362 -2.6693 3.3106
H33 -0.2720 -3.2951 4.1379
O11 0.2349 -3.5449 3.3335
H34 -0.5666 -3.3457 1.9513
H35 -0.5568 -2.9788 0.4739
O12 -1.0500 -3.0914 1.1286
H36 1.8458 2.7474 0.8502
H37 1.5705 2.5128 2.2399
O13 1.2500 2.3189 1.3780
H38 -0.7979 0.3372 0.8935
H39 -1.7273 0.2436 2.1319
O14 -1.7189 0.3821 1.2082
H40 -2.8577 -2.4458 0.4083
H41 -2.3816 -0.9337 0.7202
O15 -2.8330 -1.5203 0.0709
H42 -4.4970 0.0470 0.9444
H43 -4.5587 -1.1341 2.0110
O16 -4.6338 -0.2832 1.7146

HOMO-LUMO gap = 9.426 eV
2S+1 = 1
Highest occupied orbital energy = -0.3462 Ha
Charge = 0
Max |F| = 12.0 eV/A

Here are the Löwdin charges for atoms 1 to 8, given in e: number 1, C, carries -0.14; number 2, N, carries -0.06; number 3, C, carries -0.10; number 4, C, carries -0.29; number 5, C, carries -0.08; number 6, H, carries 0.08; number 7, H, carries 0.04; number 8, H, carries 0.11


No. 3
Formula: C2H11CuN2O2
Source: OMol25
Level of theory: wB97M-V/def2-TZVPD

Atoms and positions in Å:
C1 -2.4335 0.7940 -1.6500
Cu1 0.0562 -0.0641 -0.0178
N1 1.6711 -0.1094 1.1950
N2 1.0152 -0.7622 -1.8700
H1 1.6207 -0.9529 1.7683
H2 -1.5547 1.1959 -1.1161
H3 -3.3388 1.3050 -1.3167
H4 -2.5330 -0.2516 -1.3970
H5 -2.3164 0.9948 -2.6920
H6 1.3980 -1.7003 -1.7354
H7 1.7883 -0.1752 -2.1902
H8 0.3582 -0.8299 -2.6500
H9 2.5597 -0.1415 0.6969
H10 1.7098 0.6827 1.8380
O1 -2.7221 -1.9505 2.2344
C2 -1.8856 -1.1418 1.7827
O2 -1.2674 -1.2519 0.6226
H11 -1.6201 -0.2558 2.3692

HOMO-LUMO gap (alpha / beta) = 3.511 / 7.607 eV
2S+1 = 2
Highest occupied orbital energy (alpha / beta) = 0.0059 / -0.1496 Ha
Charge = -1
Max |F| = 2.9 eV/A

Here are the Löwdin charges for atoms 1 to 8, given in e: number 1, C, carries -0.08; number 2, Cu, carries -0.09; number 3, N, carries -0.02; number 4, N, carries -0.02; number 5, H, carries 0.02; number 6, H, carries -0.01; number 7, H, carries 0.02; number 8, H, carries 0.01


No. 4
Formula: C44H35AsN5OOsSe
Source: OMol25
Level of theory: wB97M-V/def2-TZVPD

Atoms and positions in Å:
Os1 0.3637 -0.5833 0.0297
C1 0.4397 -0.5932 4.3823
C2 0.7239 -0.2958 3.0510
N1 0.0735 -0.8811 2.0486
C3 -0.9275 -1.7847 2.3097
C4 -1.2342 -2.1625 3.6258
C5 -0.5215 -1.5329 4.6687
C6 -2.2232 -3.1561 3.8312
C7 -2.8302 -3.7302 2.7508
C8 -2.5358 -3.3249 1.4310
C9 -1.6227 -2.3211 1.1927
N2 -1.2226 -1.7538 -0.0278
C10 -1.7841 -1.9769 -1.2952
C11 -2.9939 -2.5492 -1.6197
C12 -3.3764 -2.7042 -2.9705
C13 -2.5819 -2.2741 -3.9956
C14 -1.3630 -1.6149 -3.7003
C15 -0.5148 -1.0590 -4.6823
C16 0.6141 -0.3703 -4.3111
C17 0.9144 -0.2396 -2.9565
N3 0.1509 -0.7807 -2.0118
C18 -0.9873 -1.4685 -2.3570
H1 0.9920 -0.0928 5.1645
H2 1.4907 0.4160 2.7772
H3 -0.7403 -1.7988 5.6959
H4 -2.4648 -3.4667 4.8391
H5 -3.5558 -4.5190 2.8951
H6 -3.0249 -3.8482 0.6272
H7 -3.6936 -2.8619 -0.8628
H8 -4.3236 -3.1808 -3.1846
H9 -2.8792 -2.4070 -5.0274
H10 -0.7714 -1.1703 -5.7289
H11 1.2685 0.0786 -5.0441
H12 1.7804 0.3143 -2.6186
C19 -3.3458 1.1136 -2.2535
N4 -3.5439 0.7749 -0.8507
C20 -2.7061 1.0113 0.1622
Se1 -0.9760 1.7434 0.0699
N5 -3.2942 0.6110 1.3007
C21 -4.5588 0.0987 1.0272
C22 -5.5510 -0.4333 1.8418
C23 -6.7025 -0.8537 1.2060
C24 -6.8624 -0.7469 -0.1855
C25 -5.8755 -0.2150 -0.9921
C26 -4.7161 0.2050 -0.3492
H13 -2.3583 1.5498 -2.3745
H14 -4.1009 1.8361 -2.5583
H15 -3.4375 0.2120 -2.8586
H16 -2.8916 0.7695 2.2104
H17 -5.4396 -0.5007 2.9156
H18 -7.5109 -1.2654 1.7945
H19 -7.7896 -1.0779 -0.6328
H20 -6.0100 -0.1173 -2.0608
O1 2.0699 0.3390 0.1013
As1 3.8137 0.3169 0.0481
C27 4.3864 -1.0929 -1.0866
C28 5.7423 -1.1267 -1.4097
C29 6.2284 -2.1758 -2.1738
C30 5.3709 -3.1822 -2.6000
C31 4.0244 -3.1500 -2.2629
C32 3.5262 -2.1033 -1.5015
C33 4.2938 2.0171 -0.6188
C34 4.0583 3.1387 0.1792
C35 4.3716 4.3941 -0.3123
C36 4.9143 4.5248 -1.5860
C37 5.1379 3.4076 -2.3787
C38 4.8245 2.1439 -1.9005
C39 4.4095 0.0350 1.8252
C40 3.9583 -1.0836 2.5254
C41 4.4749 -1.3496 3.7812
C42 5.4465 -0.5136 4.3235
C43 5.9077 0.5851 3.6140
C44 5.3936 0.8660 2.3548
H21 6.4208 -0.3516 -1.0714
H22 7.2780 -2.2100 -2.4321
H23 5.7580 -4.0009 -3.1916
H24 3.3665 -3.9458 -2.5852
H25 2.4775 -2.0934 -1.2270
H26 3.6397 3.0372 1.1735
H27 4.2005 5.2710 0.2969
H28 5.1671 5.5073 -1.9614
H29 5.5637 3.5193 -3.3664
H30 5.0063 1.2723 -2.5172
H31 3.2310 -1.7592 2.0860
H32 4.1424 -2.2200 4.3311
H33 5.8588 -0.7324 5.2994
H34 6.6747 1.2209 4.0346
H35 5.7640 1.7182 1.8004

HOMO-LUMO gap (alpha / beta) = 6.980 / 5.978 eV
2S+1 = 5
Highest occupied orbital energy (alpha / beta) = -0.5563 / -0.5851 Ha
Charge = +3
Max |F| = 0.6 eV/A

Here are the Löwdin charges for atoms 1 to 8, given in e: number 1, Os, carries 1.50; number 2, C, carries 0.00; number 3, C, carries -0.09; number 4, N, carries -0.10; number 5, C, carries -0.17; number 6, C, carries -0.13; number 7, C, carries 0.06; number 8, C, carries 0.01